Entry 1:
Molecular formula: C5H14N2O
Method: DFT, ωB97M-V with the def2-TZVPD basis set

Output
LUMO energy   0.98 eV
Energy relative to the best compared isomer or geometry (same formula, charge and spin)   467.3 kJ/mol
Net charge   0
Frontier orbital gap   8.46 eV
E   -383.52271 Eh

Each line ends with the Löwdin charge.
Cartesian coordinates (Å):
C: 0.41 -0.07 -0.99  -0.270
C: 1.09 0.84 0.73  -0.302
C: -0.65 -0.58 -0.17  -0.285
C: 0.35 1.52 1.85  -0.093
C: -1.91 0.23 0.01  -0.081
N: 1.46 -0.88 -1.40  0.049
N: -1.30 -1.87 -1.37  -0.020
O: 2.03 -0.09 1.25  -0.079
H: 1.57 -0.93 1.45  0.088
H: 0.12 0.69 -1.71  0.134
H: 1.68 1.57 0.17  0.110
H: -0.39 -1.26 0.64  0.121
H: 2.27 -1.02 -0.81  0.085
H: 1.74 -0.74 -2.36  0.090
H: -0.53 -2.43 -1.74  -0.007
H: -1.73 -1.41 -2.17  0.003
H: 1.05 1.99 2.56  0.084
H: -0.24 0.81 2.44  0.077
H: -0.29 2.32 1.47  0.078
H: -1.93 0.78 0.96  0.055
H: -2.78 -0.42 0.01  0.078
H: -2.04 0.95 -0.80  0.086

Entry 2:
Molecular formula: C21H40Cl6O12
Method: DFT, ωB97M-V with the def2-TZVPD basis set

Output
LUMO energy (alpha / beta)   2.16 / 2.13 eV
Net charge   -1
Multiplicity   2
Frontier orbital gap (alpha / beta)   1.48 / 10.12 eV
E   -4488.07072 Eh

Each line ends with the Mulliken spin population.
Cartesian coordinates (Å):
Cl: 0.33 0.66 -0.15  -0.077
C: 0.04 -0.69 0.96  0.350
C: -0.01 -0.08 2.40  0.625
Cl: 0.16 -1.29 3.64  -0.146
H: 0.75 -1.49 0.76  0.025
H: -0.90 -1.18 0.72  -0.102
H: -0.93 0.50 2.41  -0.113
H: 0.80 0.63 2.57  0.042
Cl: -3.64 3.51 1.85  -0.050
C: -2.36 3.59 0.67  0.115
C: -1.35 4.74 0.92  -0.033
Cl: -0.25 4.88 -0.44  0.003
H: -2.91 3.61 -0.27  -0.035
H: -1.74 2.70 0.84  0.062
H: -0.76 4.66 1.84  0.029
H: -1.97 5.63 0.83  -0.007
Cl: -3.06 -2.44 1.07  0.057
C: -4.62 -3.31 0.65  -0.156
C: -4.44 -3.71 -0.78  0.137
Cl: -4.13 -2.42 -2.02  -0.017
H: -5.52 -2.69 0.60  0.024
H: -4.78 -4.11 1.38  -0.186
H: -5.30 -4.23 -1.20  -0.087
H: -3.52 -4.30 -0.78  0.072
C: -0.11 1.99 6.79  1.346
C: -1.29 2.94 6.31  1.079
O: -0.75 3.57 5.19  -0.237
C: 0.34 2.89 4.81  -0.108
O: 0.93 3.20 3.73  -0.025
O: 0.61 1.94 5.66  -0.673
H: -0.49 0.99 7.02  -0.395
H: 0.46 2.47 7.59  -0.197
H: -1.40 3.70 7.08  -0.155
H: -2.22 2.40 6.15  -0.319
C: -0.15 -3.91 -1.00  0.182
C: 0.76 -4.43 -2.07  0.026
O: 1.19 -3.34 -2.86  -0.038
C: 1.88 -3.67 -4.09  -0.001
O: 2.52 -4.62 -4.34  -0.014
O: 1.71 -2.70 -4.95  -0.045
C: 2.23 -2.54 -6.24  -0.006
H: -0.75 -3.08 -1.38  0.013
H: 0.41 -3.62 -0.12  0.017
H: -0.77 -4.71 -0.58  -0.026
H: 0.35 -5.26 -2.65  -0.026
H: 1.64 -4.78 -1.54  0.027
H: 3.26 -2.86 -6.35  0.001
H: 1.96 -1.52 -6.51  -0.002
H: 1.59 -3.12 -6.91  0.000
C: -1.29 0.84 -3.76  0.005
C: -0.89 1.89 -2.75  -0.025
O: -1.03 3.06 -3.55  -0.001
C: -2.08 3.71 -3.70  0.010
O: -3.24 3.42 -3.32  -0.007
O: -1.73 4.84 -4.28  -0.002
C: -2.51 6.04 -4.40  0.003
H: -1.02 1.08 -4.79  0.001
H: -2.36 0.92 -3.93  0.003
H: -0.88 -0.13 -3.47  0.001
H: 0.17 1.76 -2.55  -0.001
H: -1.43 1.86 -1.80  0.009
H: -1.91 6.94 -4.31  0.000
H: -3.24 6.25 -3.62  0.000
H: -3.03 6.01 -5.36  0.000
C: 3.50 0.28 3.35  -0.097
C: 4.92 -0.31 3.11  0.043
O: 4.80 -1.76 2.71  -0.083
C: 4.26 -2.08 1.58  0.237
O: 3.63 -1.27 0.86  -0.074
O: 4.28 -3.42 1.38  -0.087
C: 4.30 -4.01 0.07  0.065
H: 2.89 -0.24 4.09  0.014
H: 2.90 0.12 2.45  0.050
H: 3.38 1.35 3.45  0.008
H: 5.49 0.02 3.98  -0.003
H: 5.25 0.23 2.22  0.001
H: 4.54 -5.07 0.17  -0.008
H: 5.15 -3.69 -0.54  0.000
H: 3.41 -3.74 -0.50  -0.020

Entry 3:
Molecular formula: C17H32FN7O5SSeY
Method: DFT, ωB97M-V with the def2-TZVPD basis set

Output
LUMO energy   -2.15 eV
Energy relative to the best compared isomer or geometry (same formula, charge and spin)   75.8 kJ/mol
Net charge   +1
Frontier orbital gap   7.03 eV
E   -4364.32050 Eh

Each line ends with the Löwdin charge.
Cartesian coordinates (Å):
Y: -0.61 -0.04 0.20  1.167
C: 4.31 -0.42 0.52  -0.010
N: 3.77 -1.19 -0.59  -0.122
C: 4.71 -1.76 -1.54  -0.024
C: 2.44 -1.32 -0.73  -0.410
O: 1.65 -0.79 0.05  -0.085
C: 1.94 -2.16 -1.90  -0.138
O: 0.58 -2.49 -1.78  -0.132
C: 0.30 -3.72 -1.15  -0.095
C: -0.38 -3.51 0.19  -0.392
O: -0.56 -2.37 0.63  -0.105
N: -0.80 -4.60 0.83  -0.120
C: -1.58 -4.47 2.06  0.000
C: -0.48 -5.95 0.37  -0.026
H: 4.70 0.54 0.17  0.100
H: 5.13 -0.98 0.98  0.099
H: 3.54 -0.26 1.26  0.089
H: 5.67 -1.28 -1.39  0.097
H: 4.41 -1.57 -2.57  0.096
H: 4.84 -2.83 -1.40  0.101
H: 2.55 -3.06 -2.02  0.128
H: 2.05 -1.55 -2.80  0.113
H: 1.20 -4.32 -1.02  0.137
H: -0.37 -4.29 -1.80  0.141
H: -1.93 -3.45 2.16  0.062
H: -0.98 -4.74 2.93  0.105
H: -2.45 -5.13 2.00  0.101
H: 0.59 -6.15 0.41  0.099
H: -0.84 -6.12 -0.65  0.094
H: -0.98 -6.66 1.02  0.096
N: -2.23 -0.40 -2.01  -0.046
N: -1.92 -0.11 -3.34  -0.066
C: -0.75 0.47 -3.67  -0.827
N: -0.60 0.76 -4.98  0.101
S: 0.46 0.82 -2.56  0.713
H: -2.51 -1.37 -1.93  0.091
H: -3.00 0.18 -1.68  0.046
H: -2.64 -0.22 -4.04  0.155
H: -1.35 0.66 -5.64  0.112
H: 0.23 1.24 -5.26  0.098
C: -3.05 4.07 0.60  0.003
O: -1.63 4.11 0.86  0.015
C: -0.95 3.08 0.39  -0.564
O: -1.45 2.13 -0.21  -0.092
N: 0.38 3.22 0.62  0.039
N: 1.20 2.15 0.28  0.002
H: -3.45 4.97 1.05  0.101
H: -3.49 3.18 1.04  0.080
H: -3.23 4.07 -0.48  0.100
H: 0.69 3.95 1.24  0.167
H: 1.62 1.74 1.11  0.084
H: 1.90 2.47 -0.38  0.095
Se: -3.15 -0.56 0.91  0.628
C: -3.13 -0.02 2.75  -0.643
C: -3.93 1.04 3.17  -0.152
C: -3.95 1.43 4.50  -0.092
C: -3.17 0.76 5.44  -0.096
C: -2.37 -0.30 5.02  -0.086
C: -2.35 -0.68 3.69  -0.147
H: -4.56 1.54 2.45  0.083
H: -4.58 2.25 4.81  0.101
H: -3.20 1.05 6.48  0.100
H: -1.76 -0.82 5.74  0.102
H: -1.70 -1.49 3.37  0.081
F: -0.06 0.58 2.00  -0.454

Entry 4:
Molecular formula: C31H44BaBrN3OP2
Method: DFT, ωB97M-V with the def2-TZVPD basis set

Output
LUMO energy   -7.48 eV
Energy relative to the best compared isomer or geometry (same formula, charge and spin)   14.3 kJ/mol
Net charge   +2
Frontier orbital gap   4.34 eV
E   -4728.75022 Eh

Each line ends with the Löwdin charge.
Cartesian coordinates (Å):
C: 1.82 4.14 -1.30  -0.019
C: 0.90 3.74 -2.28  -0.232
C: 1.37 3.54 -3.59  0.002
C: 2.76 3.59 -3.81  -0.111
N: 3.62 3.81 -2.82  0.074
C: 3.18 4.16 -1.61  -0.131
C: -0.47 3.49 -1.92  0.080
C: -1.65 3.30 -1.63  0.070
C: -2.72 3.04 -0.69  -0.209
C: -2.75 1.77 -0.08  -0.088
C: -3.58 1.56 1.04  -0.262
C: -3.99 2.71 1.67  -0.518
C: -4.13 3.93 1.06  -0.060
C: -3.55 4.06 -0.21  0.041
Ba: -1.51 2.06 2.82  1.770
P: 2.13 -0.32 -0.28  0.895
H: 0.69 3.30 -4.41  0.124
H: 1.50 4.40 -0.29  0.107
H: 3.16 3.42 -4.82  0.126
H: 3.93 4.43 -0.87  0.119
H: -3.64 4.98 -0.79  0.150
H: -2.11 0.97 -0.48  0.082
H: -4.69 4.75 1.52  0.142
H: -3.71 0.56 1.47  0.128
C: 2.81 -2.04 -0.04  -0.437
C: 3.91 -2.57 -0.95  -0.152
H: 1.92 -2.68 -0.12  0.050
H: 3.14 -2.08 1.01  0.069
H: 4.09 -3.62 -0.70  0.080
H: 3.63 -2.53 -2.01  0.069
H: 4.86 -2.05 -0.82  0.061
C: 2.38 0.04 -2.10  -0.415
C: 3.77 0.34 -2.63  -0.150
H: 1.73 0.92 -2.27  0.044
H: 1.92 -0.80 -2.65  0.048
H: 3.71 0.43 -3.73  0.080
H: 4.16 1.30 -2.27  0.051
H: 4.50 -0.45 -2.42  0.056
C: 3.38 0.77 0.54  -0.450
C: 4.84 0.35 0.55  -0.151
H: 3.01 0.83 1.58  0.045
H: 3.26 1.77 0.11  0.047
H: 5.40 1.06 1.17  0.076
H: 5.00 -0.64 0.98  0.064
H: 5.30 0.38 -0.45  0.062
Br: -4.17 2.59 3.92  0.517
P: -1.22 -1.41 -1.64  0.924
C: -0.27 -2.49 -2.83  -0.429
C: -0.93 -3.78 -3.30  -0.143
H: 0.67 -2.72 -2.30  0.048
H: 0.00 -1.86 -3.69  0.071
H: -0.22 -4.30 -3.96  0.083
H: -1.17 -4.44 -2.46  0.068
H: -1.84 -3.60 -3.87  0.058
C: -2.33 -2.59 -0.74  -0.436
C: -3.69 -2.92 -1.34  -0.151
H: -2.46 -2.11 0.24  0.043
H: -1.75 -3.51 -0.58  0.071
H: -4.21 -3.62 -0.66  0.078
H: -4.33 -2.04 -1.44  0.063
H: -3.62 -3.41 -2.31  0.063
C: -2.36 -0.42 -2.73  -0.442
C: -2.72 -0.99 -4.09  -0.146
H: -1.85 0.56 -2.85  0.051
H: -3.27 -0.22 -2.15  0.056
H: -3.35 -0.26 -4.62  0.080
H: -1.84 -1.18 -4.72  0.070
H: -3.30 -1.92 -4.02  0.061
N: -0.68 -0.93 8.67  0.173
C: -0.42 -1.86 7.68  -0.469
O: 0.02 -2.97 7.92  0.104
C: -0.78 -1.42 6.29  -0.102
C: -1.88 -0.60 6.02  0.011
C: -2.14 -0.27 4.69  -0.256
N: -1.27 -0.53 3.68  -0.147
C: -0.29 -1.44 3.92  -0.087
C: -0.04 -1.93 5.21  0.050
H: -0.28 -1.15 9.57  0.125
H: -0.73 0.05 8.42  0.105
H: -2.53 -0.25 6.82  0.134
H: -3.06 0.25 4.40  0.013
H: 0.31 -1.77 3.07  0.124
H: 0.72 -2.69 5.36  0.141

Entry 5:
Molecular formula: C5H34NO10
Method: DFT, ωB97M-V with the def2-TZVPD basis set

Output
LUMO energy   -2.25 eV
Energy relative to the best compared isomer or geometry (same formula, charge and spin)   240.6 kJ/mol
Net charge   +1
Frontier orbital gap   10.96 eV
E   -1017.85203 Eh

Each line ends with the Löwdin charge.
Cartesian coordinates (Å):
C: 1.20 1.13 0.75  -0.131
C: 0.49 -0.02 1.42  -0.187
C: 1.33 -1.23 1.70  -0.234
C: 1.03 -2.01 3.02  -0.245
C: -0.20 -2.93 2.86  -0.102
N: 1.51 0.81 -0.70  0.185
H: 2.15 1.36 1.22  0.124
H: 0.56 2.02 0.76  0.078
H: 0.07 0.26 2.39  0.113
H: -0.44 -0.30 0.92  0.109
H: 1.52 -2.05 1.00  0.096
H: 2.41 -1.05 1.86  0.116
H: 1.87 -2.61 3.31  0.100
H: 0.74 -1.30 3.80  0.100
H: 0.01 -3.84 2.32  0.074
H: -0.97 -2.39 2.28  0.056
H: -0.80 -2.97 3.77  0.070
H: 2.43 1.17 -0.96  0.098
H: 1.48 -0.18 -0.89  0.096
H: 0.84 1.31 -1.34  0.109
H: -2.46 1.05 3.84  0.064
H: -2.39 -0.35 3.09  0.036
O: -2.88 0.47 3.19  -0.037
H: 4.57 2.46 -1.61  0.063
H: 4.74 1.82 -0.21  0.066
O: 4.10 2.04 -0.89  -0.033
H: -1.80 3.30 0.62  0.032
H: -0.75 4.24 0.80  0.059
O: -0.85 3.28 0.89  -0.081
H: -4.06 3.24 1.66  0.075
H: -3.34 1.94 1.96  0.017
O: -3.48 2.59 1.25  -0.058
H: 2.90 -2.75 -1.25  0.056
H: 1.66 -2.23 -1.94  -0.001
O: 2.39 -1.94 -1.33  -0.086
H: 0.64 1.06 -5.88  0.055
H: 0.11 -0.35 -5.97  0.065
O: 0.22 0.38 -5.36  -0.041
H: -2.14 -0.91 -0.86  0.008
H: -2.45 -1.74 -2.11  0.065
O: -1.75 -1.21 -1.70  -0.065
H: 0.01 0.96 -3.53  0.028
H: 0.64 2.45 -3.43  0.057
O: 0.42 1.65 -2.98  -0.035
H: -0.42 -2.36 -2.18  0.024
H: 0.22 -1.89 -3.50  0.044
O: 0.26 -2.60 -2.85  -0.053
H: -4.42 -0.36 0.25  0.072
H: -3.41 0.75 0.34  0.026
O: -3.47 -0.21 0.23  -0.045

Entry 6:
Molecular formula: Br2S2
Method: DFT, ωB97M-V with the def2-TZVPD basis set

Output
LUMO energy (alpha / beta)   -3.19 / -2.98 eV
Energy relative to the best compared isomer or geometry (same formula, charge and spin)   143.4 kJ/mol
Net charge   0
Frontier orbital gap (alpha / beta)   6.77 / 7.12 eV
E   -5944.35236 Eh

Each line ends with the Löwdin charge.
Cartesian coordinates (Å):
S: 0.37 0.30 0.39  -0.222
S: 1.21 -1.16 1.22  0.177
Br: 0.64 -0.16 -2.03  0.060
Br: -2.22 1.02 0.42  -0.015